Record 1
# C5H6N2O

The molecule C5H6N2O at a distorted geometry (wB97M-V/def2-TZVPD, the OMol25 dataset).

For the HOMO energy, the calculation gives -8.53 eV. As for the SMILES: C#C/C(=N\N)OC=C. The calculation puts the energy above the lowest of the compared OMol25 structures with the same formula, charge and spin at 379.3 kJ/mol. The charge is 0.

Each line ends with the natural charge from an NBO analysis.
Element x y z (Å)
1 C 0.439739 -0.125058 -0.062218  0.399
2 C -1.909389 0.120745 0.288476  0.120
3 C -3.104616 -0.276410 -0.157516  -0.474
4 C 1.429741 -1.110468 0.012543  -0.114
5 C 2.374905 -1.845594 0.049012  -0.163
6 H 1.993186 2.491985 -0.354076  0.363
7 H 2.703060 0.972073 -0.245566  0.352
8 H -1.792714 1.029851 0.948836  0.206
9 H -3.265023 -1.193690 -0.776542  0.216
10 H -3.970306 0.259846 0.242776  0.208
11 H 3.312471 -2.443716 0.197154  0.256
12 N 1.946810 1.622139 0.072122  -0.631
13 N 0.657129 1.131679 -0.165164  -0.258
14 O -0.814995 -0.633381 -0.049838  -0.480

Cartesian forces, eV/Å:
-0.569 1.838 -0.104
-0.798 0.642 -0.026
-0.003 -0.296 0.429
1.006 -0.740 0.077
1.938 -0.928 0.488
0.312 1.735 -0.922
-0.826 0.774 0.297
0.279 -1.247 -0.892
0.307 1.077 0.583
0.250 -0.250 -0.400
-1.749 0.872 -0.386
-0.104 -2.895 0.167
0.112 -0.440 0.718
-0.157 -0.141 -0.028

Record 2
# C48H45AsN2OPPdSSb

C48H45AsN2OPPdSSb as an isolated structure (wB97M-V/def2-TZVPD, the OMol25 dataset).

For the HOMO energy, the calculation gives -12.50 eV. The charge is +2.

Each line ends with the Löwdin charge.
Element x y z (Å)
1 Pd 1.118831 -0.581061 0.383392  0.548
2 C 0.480951 2.212969 4.442214  -0.065
3 C 1.957482 2.496637 4.419913  -0.307
4 C 2.619066 2.891692 5.581863  -0.024
5 C 3.975321 3.173792 5.578757  -0.043
6 C 4.717183 3.069353 4.410453  -0.054
7 C 4.092883 2.672530 3.238639  -0.117
8 C 2.729194 2.390961 3.262579  -0.342
9 Sb 1.891573 1.733350 1.452308  1.609
10 C 3.169014 -0.003136 1.242233  -0.427
11 C 4.289124 0.108850 0.369835  -0.103
12 C 5.323091 -0.785049 0.424629  -0.048
13 C 5.253150 -1.860665 1.324056  -0.055
14 C 4.158295 -2.026369 2.134771  -0.039
15 C 3.100095 -1.097714 2.140186  -0.309
16 C 2.086358 -1.220862 3.249547  -0.068
17 C 2.615046 3.108907 0.042571  -0.339
18 C 2.880803 4.372886 0.589641  -0.127
19 C 3.298915 5.418154 -0.212800  -0.054
20 C 3.451796 5.204312 -1.576961  -0.042
21 C 3.168114 3.964404 -2.118644  -0.031
22 C 2.725936 2.899316 -1.334363  -0.302
23 C 2.367825 1.614431 -2.034491  -0.072
24 H 0.041927 2.515598 5.390494  0.089
25 H 0.271891 1.147972 4.314121  0.067
26 H -0.047135 2.755599 3.654355  0.073
27 H 2.054378 2.988808 6.500578  0.122
28 H 4.456601 3.484709 6.496200  0.119
29 H 5.774454 3.296805 4.408425  0.117
30 H 4.664852 2.590838 2.322550  0.107
31 H 4.351599 0.953191 -0.306267  0.098
32 H 6.191471 -0.661917 -0.207990  0.126
33 H 6.074051 -2.564723 1.381346  0.127
34 H 4.122915 -2.858026 2.828060  0.127
35 H 1.824189 -2.265477 3.418308  0.091
36 H 1.165446 -0.659076 3.069805  0.030
37 H 2.520478 -0.837536 4.177041  0.107
38 H 2.778204 4.548205 1.652518  0.093
39 H 3.506825 6.385481 0.221517  0.117
40 H 3.781067 6.007279 -2.221958  0.119
41 H 3.278048 3.811208 -3.185683  0.125
42 H 1.471481 1.746545 -2.643030  0.092
43 H 2.176144 0.788283 -1.344504  0.004
44 H 3.174436 1.298682 -2.698838  0.097
45 S -4.337738 -1.023801 0.533839  0.939
46 C -2.933431 -0.428951 0.595636  -0.744
47 N -1.803509 0.029311 0.730605  0.062
48 O -0.850979 0.986746 -0.974247  0.099
49 N -0.773542 0.120151 -0.174872  -0.230
50 C 2.076449 -3.748764 -1.101944  -0.365
51 C 3.455591 -3.227636 -1.447410  -0.423
52 As 4.764540 -4.583971 -2.092176  1.323
53 C 3.706593 -5.338489 -3.544536  -0.421
54 C 4.193566 -5.090263 -4.827256  -0.131
55 C 3.533625 -5.579722 -5.948315  -0.074
56 C 2.380508 -6.331123 -5.799082  -0.072
57 C 1.886255 -6.594828 -4.526719  -0.074
58 C 2.545571 -6.103941 -3.410429  -0.142
59 C 4.467349 -5.906809 -0.679045  -0.417
60 C 4.538597 -5.479005 0.645607  -0.141
61 C 4.436991 -6.379169 1.696928  -0.081
62 C 4.278345 -7.732492 1.432812  -0.075
63 C 4.231327 -8.173032 0.119034  -0.066
64 C 4.326393 -7.268038 -0.931286  -0.108
65 P 0.749156 -2.572859 -0.724250  1.011
66 C -0.484671 -3.510746 0.186594  -0.375
67 C -1.038933 -4.641715 -0.422189  -0.077
68 C -1.951006 -5.416194 0.273473  -0.044
69 C -2.316777 -5.071054 1.570003  -0.046
70 C -1.768225 -3.951656 2.177287  -0.061
71 C -0.849999 -3.172897 1.485504  -0.113
72 C -0.013202 -2.070181 -2.277473  -0.365
73 C 0.789811 -1.664022 -3.344319  -0.076
74 C 0.207752 -1.223894 -4.523022  -0.048
75 C -1.174110 -1.172552 -4.640395  -0.043
76 C -1.979163 -1.564726 -3.579024  -0.050
77 C -1.403184 -2.009269 -2.399599  -0.107
78 H 2.140461 -4.407491 -0.229603  0.093
79 H 1.645589 -4.331680 -1.924793  0.068
80 H 3.895517 -2.751143 -0.571081  0.016
81 H 3.454720 -2.487823 -2.249477  0.044
82 H 5.103165 -4.514430 -4.955261  0.089
83 H 3.930716 -5.384272 -6.935212  0.110
84 H 1.875183 -6.727138 -6.669516  0.111
85 H 0.995110 -7.196859 -4.407941  0.107
86 H 2.166772 -6.353931 -2.425743  0.094
87 H 4.691418 -4.426773 0.861770  0.059
88 H 4.501390 -6.030898 2.719753  0.102
89 H 4.209706 -8.440077 2.247772  0.110
90 H 4.128197 -9.228182 -0.095926  0.112
91 H 4.302942 -7.638398 -1.948443  0.103
92 H -0.772470 -4.913676 -1.436563  0.119
93 H -2.377903 -6.292073 -0.195747  0.119
94 H -3.028043 -5.682127 2.108697  0.119
95 H -2.048282 -3.688036 3.187923  0.116
96 H -0.406586 -2.309018 1.971692  0.070
97 H 1.868183 -1.692091 -3.268230  0.093
98 H 0.834993 -0.925083 -5.351593  0.118
99 H -1.625227 -0.832184 -5.562284  0.119
100 H -3.055784 -1.535341 -3.675186  0.117
101 H -2.040347 -2.335121 -1.585217  0.091

Cartesian forces, eV/Å:
-0.532 0.542 0.192
-0.045 0.007 0.001
0.154 0.076 0.033
-0.083 -0.003 -0.001
0.026 0.005 0.014
0.015 -0.002 -0.047
-0.036 -0.049 0.154
-0.283 0.014 0.179
0.183 -0.619 -0.339
0.330 -0.138 -0.298
-0.176 -0.064 0.008
0.066 -0.063 0.101
0.102 0.104 -0.057
-0.173 -0.001 0.058
0.198 0.039 0.090
-0.094 0.091 0.030
0.026 0.402 0.132
0.089 -0.010 -0.084
0.001 -0.074 -0.087
-0.011 0.032 0.073
-0.007 -0.064 -0.052
-0.054 -0.036 -0.029
-0.007 -0.034 -0.003
0.005 -0.002 0.006
0.010 -0.020 -0.004
0.014 0.009 -0.009
0.002 0.003 0.003
0.006 0.000 0.002
0.001 0.001 0.002
0.010 -0.005 -0.017
-0.028 -0.012 -0.011
0.012 0.003 -0.007
0.006 0.002 -0.009
-0.016 -0.015 0.005
-0.009 0.015 -0.004
0.053 -0.046 0.004
0.019 0.001 -0.007
-0.019 -0.029 0.043
-0.001 0.024 0.007
0.015 0.016 0.003
-0.001 0.002 -0.005
0.003 -0.001 0.006
0.009 0.037 -0.040
-0.012 0.000 -0.004
-0.233 -0.060 0.009
0.098 -0.072 -0.263
0.311 -0.169 0.274
-0.094 -0.387 -0.232
0.107 0.568 0.254
-0.006 -0.245 -0.061
0.051 0.207 -0.018
-0.086 -0.231 0.170
0.034 -0.019 -0.178
-0.052 0.047 -0.009
0.034 0.047 0.026
-0.048 -0.029 0.034
0.038 0.046 -0.070
0.016 -0.015 0.127
0.043 0.033 -0.010
-0.032 0.023 0.029
0.013 0.014 -0.068
0.000 0.008 0.010
-0.004 0.012 -0.019
0.030 -0.002 -0.026
0.134 0.247 0.062
-0.009 -0.083 -0.090
-0.062 0.011 0.093
-0.005 -0.013 -0.011
0.009 0.008 -0.002
0.007 0.003 -0.049
0.043 0.039 0.096
-0.035 0.016 -0.008
-0.031 0.012 -0.042
0.008 -0.005 0.032
-0.017 0.000 -0.006
0.046 0.004 0.006
-0.010 -0.033 -0.023
-0.034 0.000 -0.038
0.099 -0.034 0.052
-0.020 0.019 -0.110
-0.084 0.043 0.052
0.015 -0.024 0.002
0.010 0.001 -0.010
-0.014 0.000 -0.008
-0.008 -0.018 0.015
0.038 -0.035 -0.003
-0.035 -0.044 0.007
-0.004 0.006 0.022
-0.005 -0.014 0.000
-0.001 -0.014 0.009
-0.010 0.018 -0.015
0.032 0.015 -0.014
-0.008 -0.007 0.004
-0.011 -0.008 0.002
-0.002 0.000 0.017
-0.031 -0.017 -0.036
0.013 -0.015 0.006
0.005 0.004 -0.012
-0.005 0.004 -0.011
-0.020 0.002 -0.001
0.015 -0.008 0.000